Here is a molecular structure, C21H24BN4O9RuS3 at a distorted geometry from OMol25. Energies are from ωB97M-V/def2-TZVPD.

## Properties
Spin multiplicity ... 2
E ... -82314.6417 eV
ΔE to the lowest compared entry with this formula, charge and spin ... 145.6 kJ/mol

```
63
Properties=species:S:1:pos:R:3:nbo_charge:R:1
O -0.566 -0.418 1.688 -0.85
H 0.777 -1.986 -5.476 0.28
H 1.543 -3.886 2.600 0.21
H -0.973 -2.703 4.107 0.21
S 3.725 0.940 0.710 0.35
O -1.369 -2.882 -4.037 -0.62
C -1.140 -1.838 -3.455 0.76
O 2.521 -1.264 -7.017 -0.36
C 1.489 -3.382 1.633 -0.62
O 2.933 0.848 -7.067 -0.38
O -0.299 2.670 -2.165 -0.42
C -1.230 -1.833 3.499 -0.63
B -0.345 -0.736 0.368 1.15
N -2.121 1.773 1.168 0.02
S 1.749 0.277 -1.411 0.01
N 2.348 -0.127 -6.639 0.53
C 2.083 2.826 1.631 -0.23
H -1.550 0.782 -3.190 0.25
H -4.712 -0.185 1.860 0.24
O 0.959 3.694 -3.565 -0.34
S -3.017 -0.103 -0.454 0.05
H 1.881 2.158 -5.362 0.28
C 0.156 -2.678 1.461 0.23
C 0.595 -0.983 -5.113 -0.11
O -1.446 -1.504 -2.239 -0.70
C -3.945 1.338 3.166 -0.16
C -0.123 -1.530 2.507 0.26
C 1.227 1.358 -5.043 -0.17
C -2.980 2.340 3.299 -0.27
C -3.047 0.814 0.989 0.04
H -1.312 3.281 2.292 0.22
H -1.059 -4.301 2.254 0.21
H 4.203 3.220 1.277 0.23
H -1.920 -3.201 1.143 0.22
N 1.601 2.294 0.366 -0.57
H 1.944 3.905 1.652 0.22
H -2.926 2.966 4.177 0.23
H 0.857 -0.187 3.849 0.21
C -0.970 -3.696 1.349 -0.63
O 0.188 -1.980 0.194 -0.80
H 1.518 -1.834 3.900 0.22
H 2.321 -2.684 1.542 0.22
N 0.314 2.733 -3.235 0.53
C 2.235 1.252 -0.130 -0.03
O -1.207 2.004 0.231 -0.59
C -3.977 0.594 2.014 -0.23
H 1.898 -0.759 2.536 0.22
C 1.342 0.093 -5.578 0.01
C 1.121 -1.057 3.243 -0.63
H 1.521 2.377 2.454 0.21
C -0.382 -0.742 -4.169 -0.12
H -4.654 1.149 3.960 0.23
H -1.364 -0.974 4.158 0.21
H 1.590 -4.128 0.844 0.23
C -0.599 0.535 -3.697 -0.19
H 0.676 2.536 0.030 0.47
C 3.561 2.456 1.710 -0.53
H -2.174 -2.023 2.990 0.22
H 3.881 2.241 2.725 0.24
C -2.086 2.529 2.284 0.04
H -0.755 -4.351 0.505 0.23
C 0.281 1.548 -4.057 0.07
Ru -0.795 0.427 -1.267 0.43
```

***

Here is a molecular structure, C3H6N2O2 at a distorted geometry from OMol25. Energies are from ωB97M-V/def2-TZVPD.

## Properties
E ... -10278.4863 eV
ΔE to the lowest compared entry with this formula, charge and spin ... 608.9 kJ/mol

```
13
Properties=species:S:1:pos:R:3:nbo_charge:R:1
N 0.045 1.411 -0.820 0.13
O -1.438 -0.334 -1.568 -0.60
H -2.003 -0.999 1.407 0.37
C 1.147 -0.308 0.648 -0.67
H 1.135 0.252 -1.903 0.49
H 0.900 -0.849 1.563 0.23
C -1.542 -0.439 -0.337 0.73
C -0.009 0.612 0.311 -0.18
H -0.359 1.205 1.161 0.25
N -2.346 -0.944 0.451 -0.69
O 1.083 1.188 -1.616 -0.51
H 2.069 0.245 0.847 0.24
H 1.319 -1.041 -0.145 0.22
```

***

Here is C7H12 in the gas phase from OMol25. Energies are from ωB97M-V/def2-TZVPD.

## Properties
SMILES ... CC#CCCCC
E ... -7451.8880 eV
ΔE to the lowest compared entry with this formula, charge and spin ... 148.9 kJ/mol

```
19
Properties=species:S:1:pos:R:3:nbo_charge:R:1
H 4.115 -0.853 1.564 0.23
H -2.467 -1.031 -0.839 0.20
H -0.280 0.998 -0.181 0.20
H -2.133 1.232 1.074 0.20
H 3.052 0.471 2.063 0.23
C 0.378 -0.742 -1.234 -0.47
C 1.685 -0.602 -0.582 -0.02
C 2.576 -0.338 0.191 -0.01
H 4.286 0.754 0.828 0.23
H -0.536 -0.500 0.686 0.20
C -0.618 -0.039 -0.306 -0.37
H 0.373 -0.282 -2.231 0.22
H 0.111 -1.798 -1.366 0.22
C 3.565 0.022 1.204 -0.68
H -3.416 0.027 1.046 0.21
H -2.210 0.496 -1.668 0.20
C -2.850 0.720 0.417 -0.61
C -2.086 -0.011 -0.702 -0.40
H -3.542 1.476 0.037 0.21
```